Entry 1:
Below is a cluster of 2 separate species, C8H14NO5S in total in a non-equilibrium geometry, with properties calculated with ωB97M-V with the def2-TZVPD basis set.

* relative energy (zero: lowest compared OMol25 entry of this formula, charge and spin): 350.3 kJ/mol
* HOMO: -0.094 Ha
* maximum force: 4.152 eV Å⁻¹
* total charge: -1

```
29
Properties=species:S:1:pos:R:3:forces:R:3:lowdin_charge:R:1
C -0.6658 1.0166 1.6678 0.3 0.3 -0.9 -0.58
C -0.4167 -2.6366 0.6532 -0.8 3.3 0.3 -0.19
C -1.1201 -2.5590 -0.6845 -2.6 0.0 0.8 -0.14
C 0.1647 -1.2615 1.0913 0.1 -1.1 -4.0 -0.14
C -1.5840 -1.1165 -1.1817 -1.3 -1.4 1.2 -0.20
C -0.7589 -0.1179 0.8459 -0.8 1.3 -0.2 -0.20
C 2.4833 1.3416 0.5136 1.0 -2.6 -2.0 -0.14
C 0.1576 2.2652 -0.8752 -0.2 2.6 0.5 -0.33
N -0.8622 2.3790 -1.6034 -0.2 -1.3 -0.3 0.11
O -1.6723 2.0184 1.6675 -0.6 -2.1 -0.7 0.01
O 0.3285 1.2848 2.3675 0.2 -0.2 0.9 -0.09
O 1.6557 0.2120 -1.7408 -0.5 -0.2 -0.4 -0.34
O 2.6455 2.4803 -1.7287 -0.5 0.6 -0.8 -0.36
O -1.8123 -0.1900 -0.1709 0.9 0.3 2.6 -0.14
S 1.7595 1.5101 -1.1278 1.5 -0.9 1.6 0.61
H -1.1398 -2.9141 1.3153 -2.1 -0.7 2.3 0.07
H 0.2137 -3.4538 0.6082 2.0 -1.3 0.1 0.08
H -0.4153 -3.0054 -1.3015 0.9 -0.4 -2.2 0.07
H -1.9368 -3.3301 -0.5374 0.3 1.0 -0.8 0.12
H 0.5172 -1.1658 2.0558 0.8 -0.2 2.1 0.09
H 1.0267 -1.2397 0.3892 0.3 0.5 0.4 0.10
H -0.8000 -0.8156 -1.7958 1.4 0.9 -1.4 0.07
H -2.5735 -0.9739 -1.6693 0.7 -1.3 -0.5 0.13
H 1.8047 0.7985 1.1845 0.6 -0.5 -0.1 0.03
H 3.5940 1.0133 0.2632 -2.5 0.2 0.7 0.12
H 2.5375 2.2736 0.9162 0.2 2.9 1.0 0.01
H 0.2033 3.1242 -0.1852 0.7 -0.7 0.4 0.11
H -2.4049 1.4678 1.3052 0.1 1.1 0.1 0.09
H -0.9294 1.5945 -2.2424 0.0 -0.2 -0.6 0.04
```
Forces are in eV/Å.

=====

Entry 2:
Below is a cluster of 2 separate species, C4H10NO3 in total in a non-equilibrium geometry, with properties calculated with ωB97M-V with the def2-TZVPD basis set.

* relative energy (zero: lowest compared OMol25 entry of this formula, charge and spin): 451.7 kJ/mol
* HOMO: -0.456 Ha
* maximum force: 6.367 eV Å⁻¹
* total charge: +1

```
18
Properties=species:S:1:pos:R:3:forces:R:3:lowdin_charge:R:1
C -2.4406 -0.0219 0.0705 0.8 -1.3 -1.4 0.03
C 1.2534 -1.9893 0.5371 0.5 3.4 -5.4 0.10
C -0.1844 1.8937 0.8456 -0.8 0.1 1.2 -0.02
C 0.9433 0.2468 -0.3847 0.1 -0.5 -0.4 -0.44
N 1.6451 -0.0421 -1.4947 -0.4 0.9 0.9 0.27
O -3.5825 -0.2384 -0.4953 -0.4 0.8 0.6 0.00
O 0.7139 -0.6184 0.5494 -0.5 1.4 0.3 0.04
O 0.4398 1.4385 -0.3425 1.5 -0.8 -0.1 0.07
H -1.7525 -0.7114 -0.5863 -0.6 0.7 0.9 0.05
H 1.1631 -2.2330 -0.5522 -0.1 -1.0 1.2 0.13
H 0.7301 -2.4978 1.2082 -2.2 -2.3 2.5 0.07
H 2.2466 -1.8364 0.7586 2.3 -0.3 0.8 0.09
H -0.5449 2.8412 0.6532 -1.1 1.9 -1.3 0.09
H 0.3705 2.1541 1.7308 1.4 -1.1 0.1 0.12
H -1.0108 1.2551 1.0181 -0.7 -0.5 0.7 0.01
H -4.2115 0.3575 -0.0401 -0.2 -0.5 -0.3 0.12
H 1.8922 0.7640 -2.0663 -0.1 -0.4 0.1 0.16
H 2.3293 -0.7623 -1.4094 0.3 -0.5 -0.3 0.12
```
Forces are in eV/Å.

=====

Entry 3:
Below is a structure of composition C10H15N2O2 in a non-equilibrium geometry, with properties calculated with ωB97M-V with the def2-TZVPD basis set.

* relative energy (zero: lowest compared OMol25 entry of this formula, charge and spin): 7.4 kJ/mol
* HOMO: -0.441 Ha
* maximum force: 3.455 eV Å⁻¹
* total charge: +1

```
29
Properties=species:S:1:pos:R:3:forces:R:3:lowdin_charge:R:1
C 2.2617 1.0782 -3.0063 0.0 0.0 0.0 -0.06
C 1.0827 0.3990 -3.2634 0.0 0.0 0.0 -0.05
C 2.5152 1.5569 -1.7310 0.1 0.0 -0.1 -0.06
C 0.1571 0.2049 -2.2542 -0.1 0.0 0.2 -0.01
C 1.5997 1.3599 -0.7142 -0.2 -0.1 0.0 -0.05
C 0.4030 0.6877 -0.9700 -0.1 0.3 -0.1 -0.18
C -1.9187 -2.0610 0.7286 -0.2 0.4 -0.2 -0.12
C -2.6337 -0.7424 0.4734 0.1 -0.4 0.1 -0.12
C 0.2001 -1.1722 1.1239 -1.5 2.5 -1.6 -0.23
C -0.5681 0.4151 0.1106 1.2 -2.7 1.8 -0.31
N 0.9476 -0.5157 2.1372 0.2 -0.6 0.2 0.08
N -0.4965 1.3991 1.2440 -0.2 0.0 -0.3 0.22
O -0.8571 -1.8535 1.6559 0.5 0.0 0.5 -0.07
O -1.8432 0.1635 -0.3040 0.0 0.4 -0.2 -0.05
H 2.9818 1.2307 -3.7943 0.1 0.0 -0.1 0.11
H 0.8824 0.0191 -4.2530 0.0 0.0 -0.1 0.12
H 3.4310 2.0864 -1.5229 0.1 0.1 0.0 0.11
H -0.7670 -0.3124 -2.4541 -0.1 0.0 0.0 0.12
H 1.8408 1.7225 0.2743 0.0 0.1 0.1 0.10
H -2.5902 -2.7757 1.1996 0.0 0.0 -0.1 0.14
H -1.5276 -2.4725 -0.2082 -0.1 -0.1 0.0 0.14
H -3.5339 -0.8976 -0.1200 0.0 0.0 0.1 0.14
H -2.9130 -0.2905 1.4346 0.0 0.0 -0.1 0.13
H 0.7568 -1.6887 0.3410 0.1 0.0 0.1 0.16
H 0.7320 -0.9009 3.0544 0.1 0.0 -0.1 0.13
H 1.9482 -0.5431 1.9754 0.0 0.0 0.0 0.13
H -0.1598 2.3151 0.9353 -0.1 -0.1 0.1 0.16
H 0.2101 0.9021 1.9196 -0.2 0.3 -0.1 0.12
H -1.4141 1.5036 1.6873 0.2 0.0 -0.1 0.17
```
Forces are in eV/Å.

=====

Entry 4:
Below is a cluster of 5 separate species, C27H39N6O4P2 in total in a non-equilibrium geometry, with properties calculated with ωB97M-V with the def2-TZVPD basis set.

* HOMO: -0.356 Ha
* maximum force: 6.330 eV Å⁻¹
* total charge: +1

```
78
Properties=species:S:1:pos:R:3:forces:R:3:lowdin_charge:R:1
C -1.3581 3.5316 -1.4929 2.7 -3.4 0.4 0.01
C -0.4154 2.3923 -1.1809 -2.7 3.3 -1.8 -0.17
C 0.1174 1.5441 -2.5125 -1.0 -0.2 0.2 -0.18
C 0.3337 -0.0522 -2.2426 0.3 -4.5 0.8 -0.08
C 1.7440 -0.8144 -2.3637 -2.4 0.0 0.5 0.08
N 1.9146 -2.2486 -2.1262 0.8 3.1 -0.7 -0.01
N 1.0279 -3.2175 -1.8209 -3.8 5.1 -0.1 0.13
C -0.2942 -2.6217 -1.6853 -0.9 -1.0 0.3 -0.12
C -1.4838 -3.7425 -1.3144 1.3 -0.4 -0.2 -0.17
C -1.8775 -3.7605 0.2787 -1.4 -0.7 0.3 -0.19
C -2.9552 -5.0095 0.5541 -0.1 0.6 0.5 -0.16
C -4.3549 -4.8252 -0.2853 -0.3 0.0 0.4 -0.23
O -4.8250 -6.1367 -0.7970 0.5 1.5 -1.2 -0.13
C -0.8109 -1.1262 -1.8232 4.7 -0.4 -0.5 -0.27
P -2.6275 -0.6086 -1.5312 0.9 1.0 -1.4 0.87
P -2.7763 0.0841 0.5764 -3.0 -2.6 4.3 0.54
O -3.9988 -0.7135 1.2201 4.3 3.2 -2.6 -0.41
O -1.3005 -0.5053 1.3512 -3.2 1.6 0.1 -0.28
O -2.9980 1.8068 0.7156 2.7 -3.4 0.8 -0.24
H -1.4874 4.4690 -0.8022 -0.1 -2.3 -1.1 0.09
H -1.9618 3.4763 -2.5130 1.7 0.4 2.2 0.09
H -0.0921 2.1638 -0.0778 -0.1 0.6 -2.5 0.09
H 1.0585 2.0718 -3.0250 -1.9 -1.4 1.4 0.14
H -0.7579 1.6529 -3.3122 1.8 -0.4 1.7 0.13
H 2.6899 -0.1635 -2.6609 -2.0 -2.0 0.7 0.14
H 2.9138 -2.6150 -2.2050 -1.6 0.8 0.1 0.19
H -2.3747 -3.5378 -2.0452 1.6 -0.3 1.6 0.08
H -1.1058 -4.8462 -1.5686 -0.5 2.6 0.4 0.14
H -2.4358 -2.7881 0.6140 1.2 -1.7 -0.7 0.07
H -0.9813 -3.9502 1.0097 -1.4 0.5 -1.8 0.13
H -2.4558 -6.0510 0.3655 -1.0 2.0 0.0 0.12
H -3.2440 -4.9844 1.7076 0.7 0.0 -2.5 0.12
H -5.1678 -4.4129 0.4691 1.6 -0.9 -1.6 0.12
H -4.3003 -4.0509 -1.1640 0.1 -1.4 1.6 0.10
H -4.8305 -6.1517 -1.8055 0.1 0.3 2.2 0.11
H -3.5431 -1.7322 -1.6972 1.2 0.4 0.9 -0.05
H -1.6293 -0.7607 2.2839 0.6 0.4 -1.8 0.11
H -2.2374 2.1172 1.3167 -1.5 -0.4 -1.2 0.10
N 3.1468 2.4990 -0.0176 -0.2 -0.2 -0.1 -0.01
C 4.4441 2.8290 -0.3123 0.3 0.2 0.0 -0.15
C 5.0257 3.3308 0.8305 0.1 -0.1 -0.4 -0.08
C 4.0466 3.2968 1.8519 -0.4 -0.2 0.0 -0.10
C 2.8970 2.7760 1.3013 0.1 -0.1 0.3 -0.17
H 2.4787 2.1110 -0.6709 0.2 0.2 0.3 0.11
H 4.8407 2.6803 -1.3077 0.0 0.3 0.2 0.10
H 6.0455 3.6822 0.9192 -0.2 -0.1 0.0 0.11
H 4.1672 3.6171 2.8787 0.0 -0.1 -0.2 0.10
H 1.9248 2.5805 1.7337 0.2 0.1 0.0 0.11
N 1.3052 6.7277 -0.3065 -0.1 0.0 -0.1 -0.01
C 1.4019 8.0063 0.1777 0.0 0.2 0.1 -0.14
C 2.1145 7.9627 1.3553 -0.2 0.3 -0.3 -0.11
C 2.4649 6.6110 1.5863 0.0 -0.4 -0.1 -0.10
C 1.9551 5.8708 0.5433 0.0 -0.1 0.1 -0.15
H 0.8297 6.4588 -1.1580 0.2 0.2 0.3 0.14
H 0.9553 8.8352 -0.3548 0.1 -0.1 0.1 0.11
H 2.3568 8.8128 1.9797 0.0 -0.1 -0.1 0.10
H 3.0291 6.2199 2.4231 -0.1 0.1 -0.2 0.09
H 1.9978 4.8102 0.3342 0.0 0.3 0.0 0.07
N -6.8762 -3.2778 3.1708 0.1 0.0 0.1 0.00
C -7.0358 -4.1143 4.2448 0.0 -0.1 0.1 -0.14
C -5.8141 -4.2473 4.8659 -0.4 -0.2 0.1 -0.11
C -4.8863 -3.4585 4.1446 0.0 0.2 -0.3 -0.12
C -5.5697 -2.8688 3.1049 0.1 0.0 -0.2 -0.16
H -7.6082 -3.0044 2.5280 0.3 -0.1 0.3 0.15
H -8.0021 -4.5434 4.4735 0.2 0.1 0.0 0.11
H -5.6131 -4.8466 5.7444 -0.1 0.1 -0.1 0.09
H -3.8331 -3.3336 4.3608 -0.2 0.0 0.0 0.09
H -5.2387 -2.1959 2.3251 0.0 -0.1 0.2 0.07
N 5.4233 0.0444 -1.8880 -0.3 -0.1 0.0 -0.02
C 5.8297 -0.3343 -3.1410 0.0 -0.1 -0.3 -0.16
C 6.7636 -1.3364 -3.0008 -0.2 0.1 -0.3 -0.11
C 6.9217 -1.5746 -1.6146 -0.2 0.1 0.4 -0.10
C 6.0801 -0.7102 -0.9510 0.1 -0.1 0.2 -0.13
H 4.7443 0.7669 -1.6863 0.5 -0.2 0.1 0.08
H 5.4218 0.1416 -4.0227 0.2 0.0 0.1 0.10
H 7.2749 -1.8422 -3.8096 -0.1 0.1 0.1 0.10
H 7.5783 -2.2991 -1.1505 -0.1 0.2 -0.1 0.10
H 5.8938 -0.5670 0.1050 0.1 0.0 -0.2 0.11
```
Forces are in eV/Å.

=====

Here are the calculated orbital gap numbers, same order: 5.93 9.44 9.29 4.18 (eV).
Here are the calculated energy numbers, same order: -31083.17259 -11931.92979 -17681.09468 -64322.87702 (eV).
Here are the calculated LUMO numbers, same order: 3.367 -2.971 -2.715 -5.504 (eV).